No. 1
Formula: C24H32AlAsBrN7O3
Source: the OMol25 dataset
Level of theory: ωB97M-V/def2-TZVPD

```
69
C24H32AlAsBrN7O3, DFT ωB97M-V/def2-TZVPD
Br -4.14869 3.78515 2.80075
As -0.36150 -2.83546 -2.55763
Al 0.18166 -1.67194 -0.31396
O 2.33156 1.47892 -0.50088
O 1.24641 -0.41377 -0.78691
O -0.93577 -2.87525 0.28797
N -2.69331 -1.08570 6.15641
N -2.31064 -2.16549 5.66735
N 2.46146 -0.91867 -3.17681
N 2.27623 3.71086 -2.01266
N 0.09583 4.19075 -1.45953
N 0.97126 4.92186 -3.47464
N 0.20119 -1.05080 1.59130
C -1.32790 -2.79481 1.58986
C -0.98586 -1.51607 3.65976
C -2.55020 -3.34614 3.57614
C 3.98993 1.01044 -2.81200
C 4.35200 2.45333 -2.42558
C -3.08125 0.01872 5.30758
C -2.24061 -3.58647 2.21576
C 1.12726 4.27899 -2.31382
C 2.04838 0.54283 -1.22090
C -1.92504 -3.95573 -2.35226
C 2.56274 0.45578 -2.66138
C -1.99015 -2.31362 4.28040
C -0.21750 -0.51163 4.28013
C -0.80093 -1.91909 -4.20193
C 0.69747 0.20538 3.54545
C 0.87385 -0.07987 2.19188
C -0.70483 -1.76979 2.31393
C -3.79364 -0.11452 4.11669
C -3.07461 2.41327 5.04176
C 0.92141 -4.16251 -3.13686
C 3.43999 3.58287 -2.90031
C -4.13314 1.01204 3.38501
C -2.77097 1.28321 5.78929
C -3.74077 2.26242 3.83781
H -1.32822 -2.63257 -4.83087
H -2.26759 1.36445 6.74796
H -0.33247 -0.30883 5.33765
H 3.11874 -1.50991 -2.67953
H 5.33663 2.65257 -2.84322
H 4.25083 0.86984 -3.86447
H 3.10088 3.40990 -3.92520
H -4.12007 -1.08911 3.78067
H -2.08752 -4.50745 -3.27711
H -1.75594 -4.64764 -1.53391
H -2.79897 -3.35004 -2.12571
H 1.85430 1.06086 -3.23933
H 1.07579 -4.87891 -2.33183
H 0.50542 -4.68081 -3.99763
H 0.12958 5.43623 -3.66257
H 0.10276 -1.58755 -4.70797
H 1.76530 5.11789 -4.05957
H -2.81194 3.40077 5.40139
H 2.32566 3.17728 -1.15648
H 4.45822 2.52907 -1.34158
H -2.71891 -4.39757 1.67800
H -0.73515 4.74107 -1.59223
H -4.70844 0.92243 2.47087
H 0.22006 3.74543 -0.56566
H 1.29118 0.98273 4.00805
H 1.57662 0.47663 1.58204
H -3.27975 -3.97014 4.07908
H 4.64432 0.34903 -2.23621
H -1.44843 -1.06692 -4.00999
H 4.00682 4.51231 -2.88178
H 1.87163 -3.70854 -3.40695
H 2.76734 -0.93199 -4.14307
```

The relative energy (zero: lowest compared OMol25 entry of this formula, charge and spin) comes out at 53.7 kcal per mole. The value obtained for the gap between HOMO and LUMO is 6.9 eV. Its largest force on an atom is 0.93 eV/Å. The total energy is -6594.63649 Ha. As for the total charge: +2.

=====

No. 2
Formula: C15H23ClN2OPb
Source: the OMol25 dataset
Level of theory: ωB97M-V/def2-TZVPD

```
43
C15H23ClN2OPb, DFT ωB97M-V/def2-TZVPD
Pb -1.19156 -0.10142 0.13296
Cl 1.56239 -2.19704 -1.27148
O -3.06625 1.34284 1.21623
N -4.71629 1.96770 2.63699
N -3.08196 3.50844 2.10312
C -1.72122 2.98005 -1.35899
C -0.36141 1.63964 3.19365
C 2.55469 -3.37804 -1.97548
C 1.83194 -3.77994 -3.27931
C 0.81162 1.58345 2.40493
C 0.38839 2.05271 -1.42811
C -1.76607 1.87650 -2.24715
C -0.75771 0.32724 3.48031
C 0.09843 -0.56173 2.78860
C -3.59629 2.25703 1.90807
C 1.06333 0.22154 2.09570
C -0.44758 1.31305 -2.30851
C 2.64226 -4.50931 -0.92260
C -0.40030 3.08398 -0.84609
C 3.92518 -2.68643 -2.22766
H 3.08348 -4.06469 -0.02040
H -1.62038 0.05287 4.11741
H -5.21270 1.13888 2.37482
H -0.04601 3.81016 -0.11572
H 2.30668 -4.53888 -3.88759
H 1.89536 -0.16020 1.51010
H -2.29336 3.79966 1.52720
H -5.24949 2.71938 3.12331
H -0.13325 0.49969 -2.97185
H 1.61337 -4.85102 -0.75356
H 4.30707 -2.36212 -1.25123
H -0.83258 2.56705 3.54331
H 0.08991 -1.65945 2.86396
H 1.43961 1.89936 -1.25451
H 3.73720 -1.84033 -2.90078
H 4.69955 -3.29807 -2.68767
H 1.41380 2.42529 2.06421
H -2.61807 1.53564 -2.82641
H -2.57686 3.60266 -1.11029
H 3.23852 -5.37545 -1.18340
H -3.61467 4.18798 2.60864
H 0.84756 -4.16073 -2.97825
H 1.75367 -2.86796 -3.88647
```

The relative energy (zero: lowest compared OMol25 entry of this formula, charge and spin) comes out at 0.0 kcal per mole. The value obtained for the gap between HOMO and LUMO (alpha / beta) is 6.0 / 5.9 eV. Its largest force on an atom is 4.17 eV/Å. The total energy is -1422.48029 Ha. As for the total charge: +2.

=====

No. 3
Formula: C5H11O3
Source: the OMol25 dataset
Level of theory: ωB97M-V/def2-TZVPD

```
19
C5H11O3, DFT ωB97M-V/def2-TZVPD
O -4.25338 -0.58524 -1.35275
O -0.82531 -1.51102 -1.94873
O -1.65961 0.20194 -0.72301
C 2.14273 1.15742 0.82763
C 0.51583 -0.67950 1.44537
C 0.72770 0.58040 0.60093
C -0.76820 -0.50243 -1.30341
C 0.61375 0.21627 -0.87868
H -3.98180 -1.51080 -1.44358
H -0.47574 -1.08680 1.27310
H -3.41467 -0.19279 -1.02625
H 0.03990 1.37885 0.82885
H 2.18848 2.12841 0.35827
H 1.35378 -0.54442 -1.10408
H 1.28137 -1.41572 1.18500
H 2.89663 0.47980 0.43295
H 0.67605 1.05174 -1.56970
H 2.27696 1.27530 1.90373
H 0.66551 -0.44143 2.49437
```

The spin multiplicity is 2. The relative energy (zero: lowest compared OMol25 entry of this formula, charge and spin) comes out at 4.6 kcal per mole. The value obtained for the gap between HOMO and LUMO (alpha / beta) is 11.7 / 7.2 eV. Its largest force on an atom is 1.08 eV/Å. The total energy is -422.76516 Ha.

=====

No. 4
Formula: C27H52N2O3P
Source: the OMol25 dataset
Level of theory: ωB97M-V/def2-TZVPD

```
85
C27H52N2O3P, DFT ωB97M-V/def2-TZVPD
P -9.99248 0.28212 -0.03831
O 8.94171 2.39400 4.07450
O 9.24510 3.74526 5.72916
O 9.87819 1.59067 5.96556
N -10.31784 -0.87112 -1.04697
N -6.25391 1.82471 -0.66416
C 0.69147 -4.09548 -2.14430
C -0.17266 -4.71565 -1.02669
C 4.87657 1.65510 -1.08230
C -6.50900 2.88922 -1.46598
C 9.05312 1.08746 3.50818
C -8.82500 2.38005 -1.34597
C 5.97214 3.32713 1.24923
C 2.30381 -2.26838 -2.81696
C -3.48614 -3.45427 0.55523
C -2.00301 -3.37893 0.20354
C 9.40298 2.48754 5.32189
C 5.01772 0.16765 -1.48436
C -5.78902 -2.47067 0.35821
C -7.21476 1.01735 -0.19187
C -1.63900 -4.22779 -1.03124
C 6.87026 2.84096 0.11900
C -6.77817 -0.14970 0.63258
C -8.54729 1.28854 -0.53316
C -8.08158 4.36203 -2.74955
C 3.73775 -1.80334 -2.51546
C -6.68438 -1.40569 -0.27041
C 6.16322 2.48781 -1.19302
C -7.80239 3.19265 -1.84371
C 9.70379 3.99194 7.06067
C 3.84561 -0.27664 -2.35707
C -4.32809 -2.34245 -0.06844
C 1.60914 -2.98812 -1.64347
H -7.47333 -0.30789 1.44581
H 9.15319 3.38339 7.77509
H 5.95520 -0.01424 -1.99848
H -3.92146 -1.36467 0.19446
H -11.01868 1.24057 0.02117
H 4.95370 -0.43779 -0.58327
H 10.76991 3.79118 7.14254
H 8.47872 0.36507 4.08514
H -9.00395 4.84025 -2.44787
H 2.91462 0.12082 -1.95976
H 1.31906 -4.87436 -2.56926
H 7.55165 3.66096 -0.10519
H -10.29691 -1.76361 -0.56871
H 4.12421 -2.28452 -1.62298
H 4.14187 2.09953 -1.75033
H 5.99546 3.38002 -1.78630
H -5.86487 -2.44087 1.44321
H -0.17237 -5.79075 -1.17956
H -8.17087 3.98437 -3.76297
H 0.06852 -3.68268 -2.93283
H 4.36627 -2.08609 -3.35526
H -5.30101 1.60972 -0.40027
H -9.84612 2.61414 -1.60981
H -5.65317 3.45822 -1.78293
H 8.63886 1.14493 2.50556
H 6.86661 1.89389 -1.77492
H 5.29354 2.54577 1.57362
H -3.65818 -3.43439 1.62976
H -6.13412 -3.45054 0.04276
H 10.09514 0.77950 3.45253
H 2.35012 -2.98419 -3.63548
H -1.82898 -3.66350 -1.93957
H -5.79148 0.07096 1.03598
H 6.60679 3.53168 2.10923
H -4.31658 -2.44581 -1.15346
H -2.28204 -5.10253 -1.03090
H 4.43412 1.69302 -0.09309
H -7.26186 5.06727 -2.71812
H 9.51619 5.04304 7.25806
H -3.91594 -4.38925 0.20598
H -7.68916 -1.78311 -0.41357
H 2.34634 -3.37942 -0.94936
H 1.68170 -1.44056 -3.14397
H 3.98018 0.14859 -3.35140
H -9.76050 -0.17885 1.26819
H 1.01360 -2.25064 -1.10235
H 0.29755 -4.51398 -0.07001
H 7.51296 2.03780 0.46710
H 5.44376 4.24481 1.01516
H -1.43610 -3.79583 1.03053
H -6.27369 -1.10284 -1.22946
H -1.68624 -2.35050 0.05522
```

The value obtained for the gap between HOMO and LUMO is 7.2 eV. Its largest force on an atom is 1.74 eV/Å. The total energy is -1736.29315 Ha. As for the total charge: +1.

=====

No. 5
Formula: C24H8Cl54FN3S
Source: the OMol25 dataset
Level of theory: ωB97M-V/def2-TZVPD

```
91
C24H8Cl54FN3S, DFT ωB97M-V/def2-TZVPD
Cl 0.44895 4.69715 9.27369
Cl 0.93755 0.18079 -12.06870
Cl -9.85927 0.14158 3.07737
Cl 2.81990 -0.76987 -10.07468
Cl -5.49271 3.47736 5.85520
Cl -9.20316 1.44430 0.56846
Cl 6.38672 -0.37992 -3.69577
Cl 0.39275 3.36608 3.22543
Cl 1.80572 4.41741 0.37531
Cl -0.66024 -1.59005 -0.94304
Cl 0.76170 -2.03423 7.08819
Cl 3.53030 9.65675 1.26522
Cl 4.43916 0.28532 -1.64962
Cl 1.53172 7.63251 1.83827
Cl 4.64504 -2.02493 5.96106
Cl 3.49971 -6.40125 -4.42100
Cl 6.90082 -0.52498 -6.79687
Cl 7.27110 0.31073 -1.01797
Cl -0.10534 1.19572 5.08801
Cl 0.15419 -1.90781 -10.21262
Cl 4.10929 2.84701 -0.43074
Cl 5.10288 -0.16893 3.77678
Cl 5.91183 -2.20946 -1.49343
Cl 0.52432 0.81076 -9.26654
Cl 4.42915 -1.75855 -7.68535
Cl -8.87645 -1.42594 0.84087
Cl -1.58075 3.59487 11.03083
Cl 0.16403 3.27658 -14.67262
Cl 2.39641 8.08477 -0.89435
Cl 2.22415 3.78651 -2.42643
Cl 2.98290 3.18888 -13.98890
Cl 3.46426 -4.79586 -2.00377
Cl 5.41785 -4.25095 -4.08027
Cl -0.70001 0.30847 7.97916
Cl 1.63080 -0.59790 9.45619
Cl 6.75951 -1.77127 -9.41377
Cl 0.77312 10.07158 0.46136
Cl -2.73337 3.07335 6.65684
Cl -0.82246 -2.14873 9.51638
Cl 3.14251 0.45279 5.82442
Cl 0.80243 2.05573 10.42164
Cl 5.63856 -6.65916 -2.47678
Cl -7.08894 0.37800 2.24564
Cl -4.71859 1.03009 7.20888
Cl 6.71854 -3.41315 -7.02144
Cl 1.44912 1.69631 -0.56760
Cl 0.98710 4.40909 12.11140
Cl 0.99469 3.53810 -11.90532
Cl -3.85577 1.51424 4.48146
Cl -0.92962 0.94849 2.31657
Cl 5.97268 0.50636 6.46225
Cl 1.51771 5.68567 -13.78570
Cl -1.78255 -2.58464 3.39028
Cl 1.88993 0.89333 3.00448
S -7.35277 -2.40319 -1.87902
F -4.93803 1.49711 -0.50359
N -6.80974 -0.81116 -1.55843
N -4.90036 -6.16284 -0.81437
N -6.22850 -3.49219 -1.14059
C -1.76662 -2.11880 1.62139
C 0.21725 -1.11802 8.50995
C 6.00197 -0.49848 -1.96418
C -3.55613 -4.48928 0.66371
C 0.88463 -2.42465 1.44009
C -3.11509 -1.76813 0.79671
C 2.39753 3.18778 -0.76221
C 0.16464 3.68916 10.70986
C 6.20195 -1.86720 -7.72930
C -8.75702 0.13466 1.68303
C -5.26446 -2.60591 -0.53023
C 4.50532 -5.52662 -3.24567
C -5.60420 -1.06037 -0.79947
C -4.20034 2.27386 6.05038
C 1.41484 3.92264 -13.58793
C -3.78553 -5.50687 -0.56372
C 0.31168 1.60143 3.40926
C 1.10905 -0.42164 -10.40608
C -4.68819 0.09840 -0.28062
C -3.96780 -2.97398 0.32314
C 2.05796 8.86171 0.66737
C 4.71552 -0.30827 5.50660
C -0.55572 -2.06926 0.84249
C -3.41400 -0.24869 0.51950
H -2.86341 -5.68748 -1.24140
H -4.13261 -4.91747 1.56680
H -4.67489 -6.72239 -1.66899
H -2.67426 0.53981 0.92206
H 0.70811 -3.19465 2.28365
H 1.38143 -1.47077 1.83493
H 1.49381 -2.88557 0.57076
H -2.43591 -4.59182 0.94576
```

The value obtained for the gap between HOMO and LUMO is 7.3 eV. Its largest force on an atom is 5.87 eV/Å. The total energy is -26431.57105 Ha.

=====

No. 6
Formula: C18H40B3F12HgN2
Source: the OMol25 dataset
Level of theory: ωB97M-V/def2-TZVPD

```
76
C18H40B3F12HgN2, DFT ωB97M-V/def2-TZVPD
Hg -34.12353 -24.24435 2.76108
F -32.21110 -21.94898 0.06563
F -32.64817 -24.31920 0.10035
F -32.47628 -21.21690 4.06661
F -34.45162 -22.11444 3.59377
F -32.97579 -23.33431 4.60693
F -35.54313 -24.99784 1.09451
F -36.20994 -25.55549 3.09449
F -33.75056 -21.58198 5.71010
F -34.09239 -22.88842 1.07406
F -36.43047 -23.43147 2.37948
F -37.81891 -25.11241 1.49092
F -32.02086 -23.28297 1.86890
N -30.48209 -18.66058 1.30310
N -36.11429 -22.38445 -2.59863
C -32.53843 -17.07843 1.03636
C -34.32056 -20.82223 -3.36990
C -28.52655 -21.07179 -1.21514
C -31.07375 -19.64232 2.32941
C -33.38627 -20.50727 -4.50240
C -35.23924 -22.00036 -3.79733
C -30.79188 -16.58495 2.84629
C -36.47680 -25.31732 -2.94588
C -35.20630 -24.80060 -2.36775
C -29.70887 -20.53125 -0.42993
C -31.83829 -15.95424 1.78357
C -37.44037 -22.99482 -3.11962
C -29.39797 -19.24807 0.38070
C -35.33789 -23.43529 -1.69037
C -31.60631 -18.12903 0.37195
C -37.19783 -24.30174 -3.88533
C -29.79257 -17.45997 2.05619
C -36.67668 -21.14234 -1.74156
B -32.73297 -23.02740 0.72414
B -33.43782 -22.06195 4.46093
B -36.54314 -24.77619 2.02247
H -30.33593 -15.63189 3.11439
H -38.10785 -23.20297 -2.28339
H -31.92112 -19.13049 2.78558
H -35.92136 -21.64432 -4.56938
H -38.12990 -24.75706 -4.22006
H -35.78394 -20.80505 -1.21492
H -28.73985 -21.96807 -1.79762
H -33.28918 -17.53412 1.68198
H -31.33164 -17.12242 3.62596
H -32.49341 -15.41800 2.47012
H -34.72120 -22.88374 -4.17066
H -34.41963 -24.71974 -3.11788
H -29.05195 -18.40232 -0.21351
H -28.57854 -19.49191 1.05688
H -34.71180 -19.83353 -3.13013
H -29.31454 -16.90021 1.25230
H -31.07364 -17.57407 -0.40031
H -35.91399 -23.60639 -0.78102
H -32.43974 -20.22455 -4.04170
H -36.07166 -26.20989 -3.42263
H -33.72558 -19.59297 -4.98926
H -33.66208 -21.09162 -2.54409
H -27.74387 -21.38632 -0.52480
H -36.68137 -23.93432 -4.77210
H -37.31138 -25.68178 -2.34691
H -31.45285 -15.25881 1.03797
H -32.02541 -19.03861 -0.05829
H -34.38131 -22.92527 -1.57666
H -31.17587 -20.54569 1.72809
H -30.45815 -20.40386 -1.21125
H -33.15837 -16.59241 0.28300
H -34.83999 -25.54507 -1.66087
H -30.40883 -19.77182 3.18334
H -29.10322 -17.91705 2.76610
H -29.96985 -21.34689 0.24441
H -33.41561 -21.31304 -5.23587
H -28.04248 -20.26784 -1.76963
H -37.23750 -20.40258 -2.31281
H -37.25299 -21.42604 -0.86095
H -37.94832 -22.26258 -3.74724
```

The spin multiplicity is 2. The value obtained for the gap between HOMO and LUMO (alpha / beta) is 4.2 / 9.3 eV. Its largest force on an atom is 4.36 eV/Å. The total energy is -2246.16871 Ha.